10
Properties=species:S:1:pos:R:3 method="wB97M-V/def2-TZVPD" charge=0 e_above_lowest_ev=3.117 e_lumo_ev=0.44 smiles="C#C[C@@H](O)C=O" max_force_ha_per_bohr=0.074 homo_lumo_gap_ev=10.55
O 0.591 -1.218 -1.149
C -0.103 -0.600 -0.092
C 0.929 -0.277 1.016
O 2.107 -0.531 0.895
C -0.766 0.625 -0.471
C -1.599 1.483 -0.590
H 1.551 -1.204 -0.929
H -1.270 -0.938 0.276
H 0.543 0.260 1.893
H -2.016 2.418 -0.837

=====

10
Properties=species:S:1:pos:R:3 method="wB97M-V/def2-TZVPD" charge=0 e_above_lowest_ev=2.105 e_lumo_ev=0.87 max_force_ha_per_bohr=0.049 homo_lumo_gap_ev=11.29
O -1.134 -2.063 -0.670
C -0.366 -1.209 -0.369
O 0.327 -1.265 0.811
C -0.017 0.141 0.862
C 0.890 0.856 -0.070
C -0.332 0.221 -0.664
H -0.965 0.161 1.506
H 0.857 1.935 -0.075
H 1.869 0.401 -0.242
H -1.137 0.761 -1.160

=====

10
Properties=species:S:1:pos:R:3 method="wB97M-V/def2-TZVPD" charge=0 e_above_lowest_ev=6.613 e_lumo_ev=0.95 max_force_ha_per_bohr=0.114 homo_lumo_gap_ev=10.07
C 1.126 0.509 0.578
C 0.382 -0.418 0.079
C -2.615 -0.039 -0.550
C -1.560 -0.190 0.316
O -2.187 1.103 0.295
O -2.718 -0.914 0.510
H 2.105 0.629 0.163
H 0.714 1.372 1.064
H 0.493 -1.221 -0.594
H -2.695 -0.046 -1.572

=====

10
Properties=species:S:1:pos:R:3 method="wB97M-V/def2-TZVPD" charge=0 e_above_lowest_ev=4.576 e_lumo_ev="0.38 / 0.36" max_force_ha_per_bohr=0.007 homo_lumo_gap_ev="7.14 / 7.00"
O -0.429 -2.333 -0.083
C 0.679 -1.625 -0.373
O 0.688 -0.388 -0.085
C -0.331 0.320 0.420
C -0.124 1.693 0.587
C 0.008 2.889 0.740
H 1.607 -2.070 -0.706
H -0.611 -2.976 -0.781
H -1.243 -0.211 0.641
H 0.131 3.938 0.890

=====

10
Properties=species:S:1:pos:R:3 method="wB97M-V/def2-TZVPD" charge=0 e_above_lowest_ev=3.645 e_lumo_ev="0.86 / -2.32" spin_multiplicity=3 max_force_ha_per_bohr=0.024 homo_lumo_gap_ev="9.37 / 7.69"
C -1.638 -0.839 0.154
C -0.715 -0.357 -0.663
C -1.849 -0.872 -1.316
C 1.745 0.848 0.622
O -2.549 -1.157 -2.216
O 1.244 0.929 -0.622
H -2.053 -1.064 1.109
H 2.765 1.275 0.588
H 1.877 -0.191 0.975
H 1.172 1.429 1.369

=====

11
Properties=species:S:1:pos:R:3 method="wB97M-V/def2-TZVPD" charge=0 e_above_lowest_ev=2.852 e_lumo_ev="0.38 / -1.21" spin_multiplicity=3 max_force_ha_per_bohr=0.279 homo_lumo_gap_ev="8.41 / 6.92"
O 2.023 -0.814 -0.509
C 0.724 -0.538 -0.559
H 0.648 1.012 -0.219
C -0.587 -0.556 -1.017
C -1.288 0.180 0.116
C 0.101 0.575 0.645
O 0.920 0.629 1.760
H -0.892 -0.695 -2.055
H -1.809 -0.477 0.831
H -1.942 1.027 -0.149
Pd 2.103 -0.342 1.155

=====

11
Properties=species:S:1:pos:R:3 method="wB97M-V/def2-TZVPD" charge=0 e_above_lowest_ev=6.974 e_lumo_ev=-0.52 max_force_ha_per_bohr=0.065 homo_lumo_gap_ev=8.40
C -1.583 -1.443 -1.877
C 0.804 0.229 0.492
C -1.889 -0.334 0.266
C 1.977 1.054 0.553
O -2.873 -0.414 0.956
O -1.539 -1.282 -0.607
S -0.753 0.978 0.571
H -0.881 -2.275 -1.907
H 2.545 0.476 1.332
H 1.875 2.162 0.637
H 2.316 0.849 -0.416

=====

11
Properties=species:S:1:pos:R:3 method="wB97M-V/def2-TZVPD" charge=0 e_above_lowest_ev=0.000 e_lumo_ev=-1.16 max_force_ha_per_bohr=0.020 homo_lumo_gap_ev=5.60
O 2.245 -0.156 -0.176
C 1.113 -0.710 0.239
H 1.107 -1.099 1.271
C -0.036 -0.758 -0.535
C -1.323 -0.356 0.137
C -0.565 0.928 0.495
O -0.512 1.875 -0.390
Yb 1.649 1.869 0.060
H 0.078 -0.408 -1.566
H -1.595 -0.934 1.029
H -2.162 -0.250 -0.564

=====

11
Properties=species:S:1:pos:R:3 method="wB97M-V/def2-TZVPD" charge=0 e_above_lowest_ev=1.265 e_lumo_ev=-0.96 smiles="CC(=O)C(=O)C=O" max_force_ha_per_bohr=0.011 homo_lumo_gap_ev=8.83
C -0.001 -0.612 1.686
C 0.522 0.090 0.466
O 1.638 0.535 0.331
C -0.495 0.333 -0.661
O -1.683 0.378 -0.457
C 0.039 0.530 -2.081
O 0.882 -0.193 -2.542
H -0.914 -0.116 2.030
H 0.760 -0.611 2.468
H -0.273 -1.642 1.430
H -0.475 1.308 -2.671

=====

11
Properties=species:S:1:pos:R:3 method="wB97M-V/def2-TZVPD" charge=0 e_above_lowest_ev=3.505 e_lumo_ev=-0.86 smiles="CC#CO.O=C=O" max_force_ha_per_bohr=0.106 homo_lumo_gap_ev=8.75
C -1.398 0.990 0.979
C 2.084 -0.334 -0.194
C -0.042 -0.649 -0.645
C -0.579 0.088 0.215
O 2.146 -0.160 1.004
O -0.421 -1.555 -1.535
O 2.803 -0.384 -1.144
H 0.319 -1.669 -2.156
H -1.620 0.588 1.968
H -0.929 1.974 1.035
H -2.365 1.110 0.474

=====

11
Properties=species:S:1:pos:R:3 method="wB97M-V/def2-TZVPD" charge=0 e_above_lowest_ev=1.686 e_lumo_ev=-0.20 smiles="CC(=O)C(=O)C=O" max_force_ha_per_bohr=0.016 homo_lumo_gap_ev=9.52
C -1.602 0.311 -0.549
C -0.552 -0.696 -0.142
O -0.695 -1.892 -0.229
C 0.656 -0.132 0.634
O 0.392 0.165 1.778
C 2.116 0.108 0.212
O 2.503 1.236 0.033
H -2.489 0.207 0.086
H -1.907 0.108 -1.578
H -1.232 1.335 -0.466
H 2.811 -0.751 0.220

=====

11
Properties=species:S:1:pos:R:3 method="wB97M-V/def2-TZVPD" charge=0 e_above_lowest_ev=5.508 e_lumo_ev="-1.42 / -1.46" max_force_ha_per_bohr=0.115 homo_lumo_gap_ev="6.99 / 6.95"
C 0.851 -1.449 -0.004
C 0.812 -0.066 0.194
C 1.911 0.733 -0.031
C -1.643 0.242 -0.068
O 2.712 1.574 -0.048
O 1.807 -1.978 -0.539
O -1.863 1.532 -0.257
H 0.056 -2.131 0.274
H -1.066 -0.203 -0.977
H -1.653 -0.339 0.817
H -1.925 2.084 0.640

=====

11
Properties=species:S:1:pos:R:3 method="wB97M-V/def2-TZVPD" charge=0 e_above_lowest_ev=1.038 e_lumo_ev=-0.36 smiles="O=CC(C=O)=CO" max_force_ha_per_bohr=0.011 homo_lumo_gap_ev=9.71
O -1.952 0.688 0.707
C -0.768 0.977 0.214
C 0.201 0.065 -0.092
C -0.043 -1.348 0.186
O -1.156 -1.857 0.159
C 1.470 0.504 -0.681
O 1.762 1.657 -0.924
H -0.589 2.044 0.099
H 0.820 -1.956 0.512
H -2.051 -0.291 0.703
H 2.160 -0.325 -0.950

=====

11
Properties=species:S:1:pos:R:3 method="wB97M-V/def2-TZVPD" charge=0 e_above_lowest_ev=1.267 e_lumo_ev=-0.99 smiles="CC(=O)C(=O)C=O" max_force_ha_per_bohr=0.012 homo_lumo_gap_ev=8.81
C -1.622 0.248 -0.488
C -0.363 -0.565 -0.417
O -0.057 -1.460 -1.168
C 0.587 -0.261 0.746
O 0.260 -0.389 1.902
C 1.996 0.212 0.390
O 2.271 0.607 -0.714
H -2.152 0.200 0.469
H -2.257 -0.116 -1.298
H -1.362 1.299 -0.668
H 2.700 0.226 1.245

=====

12
Properties=species:S:1:pos:R:3 method="wB97M-V/def2-TZVPD" charge=0 e_above_lowest_ev=6.596 e_lumo_ev=-0.19 max_force_ha_per_bohr=0.093 homo_lumo_gap_ev=11.03
C -0.214 -1.203 -0.070
C -1.106 -2.017 -0.488
C 0.850 -0.089 0.134
C 0.510 0.647 1.377
O -0.821 -0.624 -2.782
O -1.920 0.697 -1.040
O 0.497 0.648 -1.141
S -0.880 -0.110 -1.505
H 1.936 -0.530 -0.060
H -0.615 0.827 1.532
H 0.915 1.680 1.709
H 0.848 0.073 2.335

=====

12
Properties=species:S:1:pos:R:3 method="wB97M-V/def2-TZVPD" charge=0 e_above_lowest_ev=3.780 e_lumo_ev=-1.66 smiles="CC(=O)C(=O)C(=O)O" max_force_ha_per_bohr=0.146 homo_lumo_gap_ev=8.84
C -1.265 0.145 -1.171
C -0.859 -0.474 0.191
C 0.110 -0.115 1.096
C 1.332 0.260 0.182
H -1.869 1.159 -1.436
H -0.176 -0.113 -1.763
H -1.793 -0.695 -1.536
H 1.962 0.664 1.775
O -1.439 -1.514 0.460
O 0.212 -0.037 2.300
O 2.179 0.993 0.845
O 1.607 -0.274 -0.943

=====

13
Properties=species:S:1:pos:R:3 method="wB97M-V/def2-TZVPD" charge=0 e_above_lowest_ev=0.900 e_lumo_ev=0.29 smiles="O=C(O)[C@H]1O[C@H]1C(=O)O" max_force_ha_per_bohr=0.051 homo_lumo_gap_ev=11.40
C -1.591 -0.133 -0.470
C -0.716 -0.764 0.669
C 0.781 -0.649 0.512
C 1.398 0.061 -0.667
H -0.700 1.552 -0.257
H -1.115 -1.580 1.294
H 1.351 -1.463 0.972
H 1.062 1.517 0.491
O -1.369 1.151 -0.830
O -2.447 -0.779 -1.053
O 0.049 0.193 1.428
O 1.411 1.408 -0.465
O 1.886 -0.514 -1.625

=====

14
Properties=species:S:1:pos:R:3 method="wB97M-V/def2-TZVPD" charge=0 e_above_lowest_ev=5.857 e_lumo_ev=0.35 max_force_ha_per_bohr=0.127 homo_lumo_gap_ev=9.14
C -3.035 -0.728 -0.038
C 0.008 1.629 -0.043
C 1.303 0.330 -0.197
C 0.967 -0.879 0.222
O -3.841 -0.165 0.515
O -2.355 -1.407 -0.623
O -1.251 1.283 -0.416
O 2.411 0.938 -0.599
O 1.917 -1.875 0.223
O -0.980 1.697 0.926
H 0.238 2.644 -0.484
H -0.076 -0.935 0.556
H 2.929 0.162 -0.845
H 1.764 -2.694 0.803

=====

15
Properties=species:S:1:pos:R:3 method="wB97M-V/def2-TZVPD" charge=+2 e_above_lowest_ev=2.439 e_lumo_ev="-10.71 / -10.42" spin_multiplicity=4 max_force_ha_per_bohr=0.084 homo_lumo_gap_ev="4.81 / 6.99"
O -1.364 -2.870 -0.039
C -0.393 -2.064 -0.019
O 0.766 -2.460 -0.333
O -0.632 -0.815 0.335
O 0.031 0.903 1.586
C -0.560 2.021 1.015
C 0.454 0.026 0.624
Pr -0.012 -5.077 -0.609
H -0.192 2.942 1.471
H -1.562 1.831 0.614
H 1.394 -0.490 0.830
C 0.565 1.436 -0.628
O 1.655 1.935 -0.749
H 0.139 1.427 -2.475
O -0.289 1.256 -1.622

=====

10
Properties=species:S:1:pos:R:3 method="wB97M-V/def2-TZVPD" charge=0 e_above_lowest_ev=2.017 e_lumo_ev=0.52 smiles="C#CCC(O)=S" max_force_ha_per_bohr=0.047 homo_lumo_gap_ev=9.25
C -0.030 -0.484 -0.230
C 0.397 0.387 0.958
C 0.043 1.792 0.689
C -0.308 2.865 0.294
H -0.987 1.012 -0.899
H -0.151 0.025 1.831
H 1.422 0.258 1.175
H -0.637 3.807 -0.026
O -0.617 0.117 -1.206
S 0.293 -2.087 -0.169